{"formula": "C27H53F6O16", "method": "ωB97M-V/def2-TZVPD", "total_charge": -2, "energy_ev": -77912.644, "spin_multiplicity": 2, "elements": ["O", "C", "O", "O", "H", "C", "O", "C", "C", "O", "C", "C", "O", "C", "H", "H", "H", "H", "H", "H", "H", "H", "H", "H", "H", "H", "H", "H", "C", "O", "C", "C", "O", "C", "C", "O", "C", "H", "H", "H", "H", "H", "H", "H", "H", "H", "H", "H", "H", "H", "H", "C", "O", "C", "C", "O", "C", "C", "O", "C", "H", "H", "H", "H", "H", "H", "H", "H", "H", "H", "H", "H", "H", "H", "C", "C", "O", "C", "O", "C", "F", "F", "F", "H", "H", "H", "H", "H", "C", "C", "O", "C", "O", "C", "F", "F", "F", "H", "H", "H", "H", "H"], "positions_angstrom": [[1.0769, 15.3413, -2.7851], [2.2398, 15.7359, -3.3158], [2.7460, 16.6953, -2.8018], [2.7754, 15.0888, -4.2067], [1.3396, 16.1704, -2.3785], [5.6112, 14.8216, -2.3401], [5.8146, 13.9872, -3.5412], [5.7940, 12.6665, -3.1864], [6.3969, 11.8296, -4.4423], [5.7833, 12.1399, -5.6930], [4.7404, 11.1868, -6.0344], [3.9415, 11.2961, -7.4069], [3.3793, 12.6562, -7.4913], [2.3773, 12.8556, -8.5627], [6.0910, 14.3714, -1.4710], [4.5587, 14.9184, -2.0737], [6.0046, 15.7765, -2.6885], [4.7968, 12.3365, -2.8953], [6.4806, 12.4815, -2.3603], [6.5150, 10.7728, -4.2027], [7.4326, 12.1151, -4.6262], [3.9558, 11.1365, -5.2796], [5.1199, 10.1740, -6.1692], [3.1666, 10.5382, -7.2915], [4.5503, 11.1394, -8.2974], [2.1660, 13.8930, -8.8220], [1.4849, 12.2723, -8.3359], [2.6684, 12.3425, -9.4793], [7.8140, 17.3778, -4.7526], [6.3340, 17.4304, -4.7627], [5.9612, 18.7775, -4.7884], [4.4467, 18.8189, -5.0209], [4.1370, 18.1506, -6.1784], [2.9508, 18.5645, -6.8617], [2.6851, 17.5398, -7.9599], [2.3732, 16.2678, -7.4430], [1.0284, 16.1731, -6.9899], [8.2660, 18.3292, -5.0332], [8.1558, 16.6043, -5.4402], [8.0289, 17.0576, -3.7331], [6.4902, 19.3589, -5.5435], [6.1541, 19.1982, -3.8015], [4.2318, 19.8853, -5.0900], [3.8810, 18.6397, -4.1066], [3.2605, 19.5116, -7.3034], [2.1616, 18.8137, -6.1524], [3.6044, 17.5961, -8.5428], [1.9330, 17.8440, -8.6878], [0.7653, 15.1227, -6.8650], [0.3829, 16.4454, -7.8250], [0.8228, 16.5906, -6.0042], [-3.1802, 17.1291, -7.1624], [-2.0827, 16.4777, -6.6442], [-1.9392, 16.3662, -5.1789], [-2.0979, 17.6569, -4.3146], [-3.4390, 18.2088, -4.2978], [-4.2248, 17.4867, -3.4136], [-4.0791, 17.8052, -1.9369], [-4.4089, 19.1506, -1.4910], [-5.7317, 19.5606, -1.8332], [-3.9716, 16.3909, -7.0324], [-3.1254, 17.1995, -8.2487], [-3.3374, 18.1190, -6.7339], [-1.0592, 15.9117, -4.7238], [-2.6924, 15.6815, -4.7892], [-1.5449, 18.4533, -4.8127], [-1.6538, 17.5717, -3.3229], [-4.2066, 16.3979, -3.3648], [-5.2312, 17.7441, -3.7437], [-3.0227, 17.7549, -1.6728], [-4.7277, 17.1743, -1.3292], [-6.4596, 18.7501, -1.7966], [-5.8782, 19.9361, -2.8460], [-6.0217, 20.4388, -1.2564], [0.8669, 12.5815, -5.5609], [-0.5059, 13.1350, -5.4880], [-1.4646, 12.1690, -5.1744], [-2.2189, 12.2436, -3.9818], [-2.2473, 13.2610, -3.2249], [-3.0418, 11.0218, -3.7721], [-2.4729, 10.3497, -2.8885], [-4.1337, 11.4148, -3.3119], [-3.2330, 10.1858, -4.8589], [1.0014, 11.7030, -6.1920], [1.1594, 12.2063, -4.5802], [1.6360, 13.3405, -5.7040], [-0.6921, 13.7466, -6.3708], [-0.5560, 13.9339, -4.7481], [1.7027, 15.3416, 0.3423], [0.2291, 15.3975, 0.0608], [-0.4274, 15.1661, 1.3353], [-1.7055, 15.4641, 1.5579], [-2.4580, 15.8040, 0.6528], [-2.2138, 15.3607, 3.0218], [-3.1443, 16.2760, 3.2518], [-2.6590, 14.1122, 3.2867], [-1.2362, 15.6213, 3.9055], [2.1650, 14.4783, -0.1364], [1.8668, 15.0254, 1.3724], [2.2776, 16.2005, -0.0038], [-0.0456, 14.5888, -0.6164], [-0.0449, 16.3261, -0.4399]], "forces_ev_per_a": [[-1.624, -0.415, 0.222], [3.227, -5.250, -5.526], [1.496, 5.349, 3.214], [-0.223, -1.286, -1.286], [-2.961, 1.881, 3.486], [-0.219, -0.430, -1.877], [0.015, 1.348, 1.679], [0.920, -1.736, -2.205], [-0.271, 1.537, 0.684], [-1.301, -1.774, -0.393], [-0.640, 0.256, -1.198], [0.247, 3.178, 1.351], [-0.598, -0.721, -1.323], [0.947, -1.848, 0.667], [0.632, 0.119, -0.015], [-0.174, 0.065, -0.451], [-0.107, 0.114, 0.635], [-0.271, -0.228, -0.101], [0.222, -0.280, 0.402], [-0.782, -0.424, -0.107], [0.119, 0.584, 0.442], [0.119, 0.339, 0.313], [0.673, -0.296, 0.502], [-0.201, -0.099, -0.242], [0.175, -0.259, -0.018], [0.298, 0.016, 0.793], [-0.431, 0.520, 0.562], [0.787, 0.114, -0.381], [-1.969, -0.935, 0.415], [2.652, 0.216, -0.859], [-1.755, -0.717, 0.531], [0.740, 1.808, 0.737], [-0.577, -0.989, -0.507], [1.044, 0.495, 0.409], [-0.167, 0.255, 0.828], [0.410, 0.195, -0.304], [0.055, -1.146, -0.636], [-0.038, 0.048, 0.201], [-0.176, -0.034, -0.041], [0.682, 0.257, 0.024], [0.087, -0.036, -0.307], [0.110, 0.524, 0.226], [-0.039, 0.834, -0.668], [-0.129, -1.473, -0.049], [-0.426, 0.472, -0.557], [-0.352, -0.547, 0.015], [0.332, -1.031, 0.108], [-0.558, 0.429, 0.178], [0.583, -0.166, 0.096], [-0.423, 0.833, 0.330], [0.128, 0.671, -0.265], [-0.889, -0.728, 0.152], [3.196, -0.175, 1.856], [-2.011, 0.797, 1.135], [0.143, 0.871, -2.394], [1.499, -1.110, 0.480], [-2.256, 0.489, 1.078], [0.154, 1.715, 0.333], [-0.908, 0.395, -0.854], [0.411, 0.113, -0.436], [-1.156, 0.657, 0.375], [0.707, 0.163, -0.098], [-0.404, -0.114, 0.056], [0.742, -0.118, -1.477], [-0.381, -0.322, -0.336], [0.350, 0.064, -0.014], [-0.254, -0.453, 0.078], [0.690, -0.349, -0.967], [-0.413, -0.188, 0.218], [-0.173, -0.546, 0.335], [0.324, -0.644, -0.144], [-0.113, -0.194, 0.686], [0.702, -0.100, -0.596], [0.074, -0.379, 0.663], [1.260, -0.593, 1.176], [-0.363, 1.132, 1.002], [0.107, -0.484, -1.318], [0.510, 0.341, -1.642], [-0.210, 0.480, 0.250], [3.632, 4.385, -5.084], [2.356, -5.284, 4.755], [-6.247, 0.585, 1.969], [-0.290, -0.074, 0.060], [-0.217, 0.193, -0.566], [-0.214, -0.101, 0.400], [-0.095, 0.073, -0.513], [-0.807, -0.565, -0.880], [0.335, -0.246, 0.605], [0.976, -1.105, 0.061], [-0.098, -0.592, -0.938], [-0.855, 0.331, 2.045], [-0.314, 0.551, -3.670], [0.608, -0.321, 2.068], [1.231, -0.234, -0.057], [-0.580, -0.398, -0.181], [-0.225, 0.726, -0.139], [0.245, -0.200, 0.025], [-0.179, 0.062, -0.659], [0.031, 0.882, 0.371], [-0.150, 0.102, 0.407], [-0.299, 0.109, 0.055], [-0.468, 0.063, 0.540]]}